Here is a structure of composition C28H39GeI2NO5SSe2Te2Ti from OMol25. Energies are from wB97M-V/def2-TZVPD.

## Properties
E, a.u.: -10780.181111
Frontier orbital gap (spin up / spin down), Ha: 0.2241 / 0.2307
⟨S²⟩: 0.7600
HOMO level (spin up / spin down), eV: -9.6787 / -9.9111
Spin multiplicity: 2
Net charge: +1

XYZ file:
```
82
C28H39GeI2NO5SSe2Te2Ti (wB97M-V/def2-TZVPD)
Ti 1.024 0.444 -0.182
C 4.292 -1.726 1.072
C 2.932 -2.129 0.520
C 3.006 -2.328 -0.980
C 2.398 -3.382 1.197
O 1.982 -1.045 0.765
Ge 1.563 -0.660 2.655
O -0.116 -1.359 2.606
C -0.685 -2.027 3.753
C -2.188 -2.096 3.518
C -0.098 -3.430 3.853
C -0.418 -1.251 5.040
O 0.937 1.043 1.583
C 0.434 2.223 2.336
C 1.026 2.169 3.737
C -1.079 2.106 2.374
C 0.917 3.488 1.646
H 5.026 -2.501 0.843
H 4.263 -1.603 2.155
H 4.622 -0.790 0.621
H 3.675 -3.155 -1.218
H 3.402 -1.424 -1.447
H 2.014 -2.561 -1.374
H 3.046 -4.230 0.974
H 1.389 -3.604 0.846
H 2.371 -3.270 2.283
H -2.419 -2.715 2.650
H -2.593 -1.095 3.359
H -2.689 -2.537 4.381
H -0.239 -3.970 2.915
H -0.576 -3.996 4.653
H 0.973 -3.387 4.069
H -0.843 -0.247 4.981
H 0.651 -1.172 5.253
H -0.879 -1.761 5.886
H 0.657 1.320 4.314
H 0.733 3.074 4.271
H 2.116 2.136 3.703
H -1.371 1.150 2.812
H -1.496 2.184 1.370
H -1.491 2.912 2.983
H 2.005 3.542 1.661
H 0.523 4.349 2.188
H 0.577 3.549 0.617
I -2.275 4.313 -0.817
C -1.392 3.120 -2.264
C -1.636 3.399 -3.628
C -1.057 2.663 -4.622
I -1.506 3.125 -6.602
C -0.170 1.600 -4.300
C 0.472 0.754 -5.227
C 1.289 -0.246 -4.776
C 1.496 -0.399 -3.397
N 0.920 0.372 -2.497
C 0.079 1.350 -2.937
C -0.551 2.099 -1.908
O -0.267 1.740 -0.660
H -2.297 4.217 -3.877
H 0.315 0.905 -6.287
H 1.794 -0.911 -5.461
H 2.162 -1.167 -3.036
Se 3.163 1.667 -0.582
Te 1.884 4.866 -2.790
Te 3.308 2.628 -2.918
Se 5.107 4.229 -2.618
C -2.253 -2.652 -0.072
S -1.820 -0.924 -0.016
O -0.354 -1.004 -0.496
C -2.719 -0.329 -1.422
C -2.389 -0.739 -2.709
C -3.099 -0.221 -3.776
C -4.130 0.688 -3.551
C -4.446 1.092 -2.264
C -3.726 0.593 -1.186
H -3.307 -2.751 0.182
H -1.628 -3.148 0.669
H -2.055 -3.033 -1.072
H -1.572 -1.434 -2.871
H -2.854 -0.521 -4.787
H -4.680 1.089 -4.392
H -5.237 1.810 -2.096
H -3.942 0.921 -0.176
```


Here is a structure of composition C49H63CaN8O5PSe2Te from OMol25. Energies are from wB97M-V/def2-TZVPD.

## Properties
E, a.u.: -8809.272978
Frontier orbital gap (spin up / spin down), Ha: 0.0885 / 0.2005
⟨S²⟩: 0.7689
HOMO level (spin up / spin down), eV: -0.7762 / -3.8295
Spin multiplicity: 2
Net charge: -1

XYZ file:
```
130
C49H63CaN8O5PSe2Te (wB97M-V/def2-TZVPD)
Ca -0.341 -0.107 0.272
C -1.188 -4.881 -2.178
N -0.220 -3.805 -2.275
C 0.018 -3.232 -3.590
C 0.319 -3.176 -1.194
O 1.162 -2.310 -1.299
C -0.166 -3.640 0.179
O -0.109 -2.635 1.167
C 1.089 -2.566 1.940
C 2.066 -1.504 1.457
O 1.686 -0.554 0.768
N 3.347 -1.658 1.810
C 4.310 -0.651 1.382
C 3.706 -2.480 2.962
H -1.143 -5.473 -3.091
H -2.215 -4.513 -2.059
H -0.963 -5.547 -1.348
H 0.745 -3.815 -4.161
H 0.402 -2.222 -3.467
H -0.923 -3.201 -4.145
H 0.421 -4.515 0.476
H -1.212 -3.942 0.132
H 1.569 -3.545 1.969
H 0.794 -2.287 2.958
H 3.933 -0.147 0.497
H 5.254 -1.145 1.147
H 4.461 0.088 2.171
H 3.571 -3.544 2.765
H 3.123 -2.193 3.840
H 4.756 -2.310 3.183
Se -0.769 3.071 -0.183
P 0.927 3.963 -1.169
Se 2.510 2.762 -2.034
C 1.668 5.211 -0.048
C 0.851 5.903 0.844
C 1.389 6.886 1.664
C 2.742 7.191 1.593
C 3.558 6.497 0.713
C 3.023 5.506 -0.103
C 0.329 5.030 -2.551
C -0.997 5.015 -2.955
C -1.411 5.779 -4.045
C -0.503 6.569 -4.727
C 0.826 6.598 -4.319
C 1.240 5.830 -3.241
H -0.200 5.648 0.904
H 0.752 7.405 2.369
H 3.158 7.964 2.227
H 4.618 6.719 0.667
H 3.661 4.938 -0.771
H -1.698 4.395 -2.407
H -2.449 5.754 -4.357
H -0.825 7.165 -5.574
H 1.543 7.215 -4.848
H 2.280 5.833 -2.939
C -3.990 -2.074 -3.735
N -3.840 -1.450 -2.428
C -4.658 -2.063 -1.402
C -2.588 -1.004 -2.035
N -2.004 -1.263 -0.926
N -2.020 -0.188 -3.008
C -0.799 0.505 -2.929
N -0.605 1.345 -3.996
N -0.018 0.368 -1.951
H -5.027 -1.989 -4.059
H -3.733 -3.141 -3.702
H -3.358 -1.598 -4.479
H -5.700 -2.032 -1.717
H -4.565 -1.507 -0.476
H -4.389 -3.112 -1.213
H -2.531 -1.899 -0.330
H -2.695 0.215 -3.635
H -1.038 1.155 -4.882
H 0.278 1.837 -4.017
H 0.848 0.908 -2.061
C -9.327 -2.536 5.839
C -8.035 -2.149 5.161
C -7.011 -1.523 5.856
C -5.802 -1.174 5.251
C -4.767 -0.514 6.132
C -5.582 -1.443 3.879
Te -3.521 -1.111 3.001
N -1.271 -0.228 2.293
C -0.485 0.261 3.192
O 0.422 1.389 2.738
C -0.343 -0.044 4.574
C -0.725 -1.333 5.065
C -0.657 -1.639 6.409
C -0.218 -0.697 7.350
C 0.173 0.576 6.885
C 0.124 0.894 5.549
C -3.771 0.980 3.299
C -3.003 1.591 4.290
C -3.044 2.966 4.484
C -3.881 3.747 3.702
C -4.659 3.144 2.722
C -4.609 1.770 2.493
C -5.437 1.190 1.377
C -6.625 -2.085 3.185
C -6.511 -2.462 1.728
C -7.822 -2.420 3.820
H -9.260 -2.389 6.918
H -9.569 -3.585 5.654
H -10.164 -1.937 5.471
H -7.148 -1.305 6.913
H -4.975 -0.714 7.185
H -4.766 0.568 5.987
H -3.760 -0.868 5.903
H -1.076 -2.077 4.360
H -0.957 -2.628 6.743
H -0.176 -0.942 8.404
H 0.512 1.323 7.597
H 0.418 1.888 5.228
H -2.355 0.989 4.916
H -2.418 3.417 5.246
H -3.925 4.821 3.845
H -5.309 3.756 2.103
H -5.983 1.977 0.853
H -6.152 0.454 1.756
H -4.785 0.684 0.664
H -5.593 -2.061 1.318
H -7.362 -2.078 1.156
H -6.494 -3.550 1.604
H -8.606 -2.914 3.246
C 2.413 2.547 2.332
C 1.743 1.343 2.938
O 2.360 0.458 3.491
H 3.357 2.742 2.837
H 1.761 3.417 2.372
H 2.613 2.330 1.277
```


Here is an isolated molecule of C16H22N2O5S from OMol25. Energies are from wB97M-V/def2-TZVPD.

## Properties
E, a.u.: -1506.832329
Frontier orbital gap, Ha: 0.3547
HOMO level, eV: -9.1288
Spin multiplicity: 1

XYZ file:
```
46
C16H22N2O5S (wB97M-V/def2-TZVPD)
N 3.846 -4.419 -1.765
S 2.786 -3.512 -2.713
O 1.610 -4.305 -2.928
O 3.514 -3.008 -3.840
C 2.407 -2.182 -1.596
C 3.209 -1.059 -1.571
C 2.934 -0.035 -0.683
C 1.845 -0.150 0.181
C 1.045 -1.294 0.145
C 1.328 -2.311 -0.746
H 0.719 -3.198 -0.806
H 0.204 -1.380 0.815
N 1.496 0.854 1.083
C 2.161 2.000 1.385
O 3.241 2.328 0.961
C 1.401 2.875 2.391
H 1.848 2.745 3.380
H 1.508 3.918 2.076
O 0.025 2.538 2.506
C -0.845 3.248 1.751
O -0.505 4.122 1.006
C -2.262 2.786 1.975
H -2.276 1.996 2.725
H -2.829 3.642 2.347
C -2.879 2.312 0.653
C -2.247 1.017 0.146
C -2.552 -0.205 1.033
C -2.731 -1.401 0.079
H -3.767 -1.740 0.098
H -2.104 -2.248 0.355
C -2.385 -0.872 -1.316
H -2.922 -1.400 -2.101
H -1.315 -0.971 -1.507
C -2.760 0.604 -1.236
H -2.318 1.196 -2.034
H -3.844 0.718 -1.277
H -1.759 -0.384 1.760
H -3.471 -0.034 1.596
H -1.164 1.161 0.073
H -3.951 2.163 0.792
H -2.738 3.097 -0.092
H 0.627 0.706 1.584
H 3.549 0.848 -0.650
H 4.034 -0.992 -2.262
H 4.778 -4.419 -2.147
H 3.508 -5.356 -1.624
```


Here is a cluster of 2 separate species, C12H22O4 in total from OMol25. Energies are from wB97M-V/def2-TZVPD.

## Properties
E, a.u.: -771.189828
Frontier orbital gap, Ha: 0.3804
HOMO level, eV: -9.7526
Spin multiplicity: 1

XYZ file:
```
38
C12H22O4 (wB97M-V/def2-TZVPD)
C 1.573 2.074 0.996
O 0.228 1.530 1.260
C -0.768 2.016 0.290
C -1.805 0.778 0.003
C -1.741 0.150 -1.510
C -0.390 -0.800 -1.775
C 0.660 0.148 -2.603
C 2.272 -0.138 -2.535
C 2.739 1.259 -3.328
C 1.472 1.411 -4.410
O 1.299 2.297 -5.397
O 0.460 0.359 -4.063
H 1.927 1.623 -0.040
H 2.339 1.716 1.826
H 1.597 3.250 1.017
H -1.395 2.864 0.846
H -0.321 2.514 -0.671
H -1.708 -0.069 0.809
H -2.902 1.230 0.128
H -2.666 -0.584 -1.618
H -1.874 0.969 -2.364
H -0.759 -1.669 -2.483
H 0.013 -1.216 -0.755
H 0.579 1.244 -2.198
H 2.474 -1.041 -3.283
H 2.684 -0.282 -1.449
H 3.815 1.248 -3.815
H 2.563 2.096 -2.496
C -1.990 -2.292 4.998
C -1.620 -2.278 3.539
O -2.391 -1.835 2.689
C -0.270 -2.826 3.160
H -2.991 -1.866 5.123
H -1.998 -3.319 5.369
H -1.280 -1.687 5.567
H -0.202 -3.878 3.450
H 0.517 -2.245 3.647
H -0.140 -2.752 2.075
```


Here is a structure of composition C19H24HoN5O3 from OMol25. Energies are from wB97M-V/def2-TZVPD.

## Properties
E, a.u.: -2185.556753
Frontier orbital gap (spin up / spin down), Ha: 0.2370 / 0.2371
⟨S²⟩: 6.0038
HOMO level (spin up / spin down), eV: -12.3628 / -12.3638
Spin multiplicity: 5
Net charge: +2

XYZ file:
```
52
C19H24HoN5O3 (wB97M-V/def2-TZVPD)
Ho -0.941 -0.756 0.734
O -2.580 2.478 -2.103
C -1.692 2.227 -3.102
C -1.861 2.937 -4.307
C -0.986 2.717 -5.369
C 0.071 1.806 -5.229
C 0.272 1.122 -4.047
C -0.617 1.328 -2.962
C -0.352 0.659 -1.707
O -1.371 0.680 -0.855
N 0.851 0.162 -1.498
N 0.971 -0.470 -0.312
C 2.220 -0.727 0.135
C 2.510 -1.370 1.351
C 3.851 -1.802 1.590
C 4.146 -2.579 2.694
C 3.124 -2.943 3.602
C 1.834 -2.487 3.443
C 1.525 -1.675 2.358
O 0.303 -1.186 2.339
H -2.313 1.792 -1.384
H -2.680 3.656 -4.371
H -1.123 3.261 -6.316
H 0.767 1.647 -6.067
H 1.123 0.439 -3.918
H 3.040 -0.438 -0.515
H 4.629 -1.527 0.872
H 5.172 -2.918 2.858
H 3.387 -3.629 4.429
H 1.026 -2.707 4.151
C -3.841 -5.208 -0.723
C -4.471 -4.112 0.132
C -3.498 -3.012 0.394
N -2.667 -2.202 0.538
H -4.528 -6.047 -0.917
H -2.965 -5.644 -0.218
H -3.506 -4.827 -1.705
H -4.800 -4.496 1.116
H -5.363 -3.656 -0.329
N 2.203 4.104 1.831
C 0.829 3.541 2.260
C 0.622 2.206 1.613
N -0.708 1.585 1.933
H 2.360 5.023 2.275
H 2.245 4.247 0.802
H 2.989 3.477 2.104
H 0.093 4.306 1.944
H 0.842 3.513 3.366
H 1.411 1.516 1.944
H 0.711 2.303 0.526
H -1.467 2.219 1.675
H -0.793 1.467 2.946
```